55
Properties=species:S:1:pos:R:3 method="wB97M-V/def2-TZVPD" molar_mass_da=693.15 largest_force_ev_per_a=0.82 homo_ev="-12.881 / -12.882" homo_lumo_gap_ev="5.398 / 5.403" total_charge=+2 energy_ev=-188002.0550 relative_energy_ev=0.917
Rh 0.47795 -0.15509 -0.25446
C -3.88960 1.86486 -2.88918
N -2.58099 1.21863 -2.78288
C -1.85045 0.78601 -3.84323
C -0.70542 0.24471 -3.33245
N -0.72210 0.34253 -1.97543
C -1.88817 0.94399 -1.65046
P -2.62498 1.39992 -0.02101
C -1.13890 2.19551 0.65046
N 0.05596 1.71873 0.31907
C 1.00068 2.53649 0.87718
C 0.34815 3.53358 1.53577
N -0.99416 3.31102 1.38135
C -2.06164 4.13746 1.94251
C -2.30757 -0.19086 0.77445
N -1.22003 -0.87768 0.45235
C -1.26648 -2.07534 1.11515
C -2.42242 -2.10498 1.83065
N -3.06830 -0.91972 1.60469
C -4.34814 -0.52658 2.19289
H -4.14720 1.92588 -3.94200
H -3.84982 2.86939 -2.47512
H -4.64444 1.27682 -2.37284
H -2.19506 0.89365 -4.85664
H 0.11198 -0.19891 -3.86605
H 2.05811 2.37926 0.75223
H 0.72396 4.38891 2.06968
H -1.68763 5.14936 2.06770
H -2.37093 3.74375 2.90821
H -2.90525 4.15445 1.25784
H -0.50270 -2.82723 1.01634
H -2.84793 -2.87458 2.45085
H -4.92569 -1.42301 2.39826
H -4.89525 0.09343 1.48799
H -4.18156 0.01808 3.11974
C 2.10159 -1.42177 -3.11642
C 2.82095 -1.71379 -1.84409
C 4.02562 -2.42303 -1.86480
C 4.68997 -2.69930 -0.69654
C 4.16447 -2.26502 0.52907
C 4.76489 -2.48641 1.79909
Br 6.38449 -3.42539 1.93168
C 4.16918 -2.01415 2.93683
C 2.95990 -1.30337 2.87191
Br 2.17786 -0.67381 4.45051
C 2.34546 -1.06559 1.65925
O 1.20424 -0.40560 1.55038
C 2.94919 -1.55240 0.48349
N 2.27940 -1.27764 -0.69405
H 2.64269 -1.82506 -3.96855
H 2.00450 -0.34385 -3.24999
H 1.10726 -1.87038 -3.09553
H 4.42499 -2.75165 -2.81289
H 5.62125 -3.25025 -0.71350
H 4.62810 -2.18399 3.90054

---

14
Properties=species:S:1:pos:R:3 method="wB97M-V/def2-TZVPD" molar_mass_da=90.10 largest_force_ev_per_a=1.88 homo_ev=-13.936 homo_lumo_gap_ev=4.826 total_charge=+1 energy_ev=-8812.8929 relative_energy_ev=7.059
O -0.26373 -0.84026 -0.23488
C -0.97870 -1.48062 -1.20280
O -1.79649 -0.62528 -1.93425
H -0.30190 -1.92252 -1.94602
H -2.27241 -0.08996 -1.28465
C 1.48322 1.37736 1.06652
C 0.36386 1.86151 1.74454
N 1.60079 0.09399 0.91990
H 2.23714 2.09902 0.76748
H 0.11201 2.91378 1.70127
H -0.28302 1.21042 2.32191
H 2.53547 -0.22602 0.64234
H -1.60330 -2.24376 -0.71445
H 0.57608 -0.38312 0.25188

---

44
Properties=species:S:1:pos:R:3 method="wB97M-V/def2-TZVPD" molar_mass_da=620.97 largest_force_ev_per_a=0.81 homo_ev=-10.663 homo_lumo_gap_ev=4.576 total_charge=+1 energy_ev=-108652.9717 relative_energy_ev=0.601
Pd 0.89700 -1.07764 1.06043
S 3.81061 -6.18666 5.03285
C 3.18182 -5.03486 4.13753
S 3.47586 -3.31695 4.41176
C 2.58313 -2.70179 3.08240
C 1.90591 -3.73293 2.24391
S 1.01089 -3.32964 0.94322
S 2.15347 -5.35411 2.73488
S 2.49464 -1.11714 2.72635
Cl -2.87465 5.04042 2.84899
C -1.80276 3.76603 2.36407
C -0.70077 4.06356 1.56513
C 0.15462 3.06477 1.17177
Cl 1.50213 3.48362 0.15981
C -0.01846 1.71367 1.55670
O 0.89733 0.87068 1.12575
C -1.14602 1.44346 2.36300
C -1.50000 0.12168 2.85838
O -0.85789 -0.90334 2.69119
C -2.02342 2.47382 2.74921
H -0.51863 5.08095 1.24702
H -2.43626 0.07160 3.43810
H -2.87946 2.22981 3.36583
C -2.70528 -0.95203 -1.85236
N -1.45942 -0.45422 -2.42074
C -1.58823 0.23256 -3.70344
C -0.25472 0.29661 -4.40985
C 0.76390 0.86432 -3.44837
N 0.80443 0.06157 -2.22742
C 2.07032 0.06119 -1.50480
C -0.31378 -0.49110 -1.70749
O -0.36978 -1.07959 -0.57815
H -3.22551 -1.54095 -2.60716
H -3.34977 -0.12264 -1.55164
H -2.50428 -1.57373 -0.98954
H -1.98494 1.24012 -3.54027
H -2.32124 -0.31432 -4.29627
H -0.33030 0.92153 -5.29846
H 0.05215 -0.70361 -4.72239
H 0.53155 1.90524 -3.20095
H 1.76394 0.84581 -3.87877
H 2.88548 -0.23256 -2.16573
H 1.95678 -0.66895 -0.70966
H 2.26960 1.03575 -1.06485

---

23
Properties=species:S:1:pos:R:3 method="wB97M-V/def2-TZVPD" molar_mass_da=379.99 largest_force_ev_per_a=8.11 homo_ev=-12.889 homo_lumo_gap_ev=9.303 total_charge=+1 energy_ev=-27181.8530 relative_energy_ev=1.072
C 0.72040 -1.62742 0.59614
C 0.58803 0.61651 1.43051
C 0.38806 -0.14450 0.15302
C 0.55870 1.84824 1.51665
C -1.87192 1.29291 -0.81293
C 2.18630 -1.80079 0.94482
C -0.96247 -0.75111 -1.68960
N -1.04562 0.07683 -0.43868
O -0.20898 -2.39370 0.67658
I 0.91199 3.34300 -0.01292
I -3.91551 1.19765 -0.06225
H -1.47109 2.43744 -0.16620
H 0.60517 -0.02611 2.28379
H 1.03600 0.23529 -0.60128
H 0.72952 2.36940 2.46266
H -1.74756 1.50449 -1.94037
H 2.28129 -2.87607 0.91762
H 2.08824 -1.46180 2.01082
H 3.00645 -1.30665 0.46383
H -0.39462 -1.60703 -1.35273
H -1.93668 -0.92802 -1.97991
H -0.51531 -0.29397 -2.55514
H -1.58482 -0.58789 0.18712

---

102
Properties=species:S:1:pos:R:3 method="wB97M-V/def2-TZVPD" molar_mass_da=1033.96 largest_force_ev_per_a=3.29 homo_ev="-14.283 / -14.283" homo_lumo_gap_ev="4.126 / 4.062" total_charge=+3 energy_ev=-119674.6112 relative_energy_ev=0.000
Ce 0.34540 -0.17782 0.87979
S -1.45334 -1.77861 6.42472
C -1.98398 -1.34038 7.98902
C -1.16495 -0.43236 8.65598
C -0.17318 0.04868 7.78202
C -0.17733 -0.60555 6.55641
C 0.81245 -0.44528 5.47781
C 0.44985 -0.82304 4.17057
N 1.26221 -0.65862 3.10512
C 2.58310 -0.39294 3.34446
C 3.08792 -0.04702 4.69744
C 4.46242 0.24531 4.77274
C 5.30352 0.34942 3.67334
C 4.81962 0.18198 2.34708
C 5.50180 0.51068 1.19364
C 4.86441 0.40926 -0.05356
C 3.57820 -0.14917 -0.14776
N 2.87777 -0.44217 0.95147
C 3.44906 -0.21073 2.19304
C 5.55381 0.86731 -1.24473
C 4.94281 0.90214 -2.53078
C 5.82071 1.38527 -3.52659
C 7.05130 1.75569 -3.07213
S 7.24633 1.37149 -1.41727
C 2.16356 -0.08940 5.74972
H -2.83820 -1.78606 8.42167
H -1.37624 -0.10122 9.67246
H 0.51949 0.84876 7.96804
H -0.52303 -1.26548 3.91159
H 4.92666 0.37493 5.76314
H 6.36722 0.53415 3.80987
H 6.46819 0.96468 1.28310
H 3.16070 -0.51072 -1.09302
H 3.97329 0.46078 -2.68172
H 5.55704 1.49828 -4.56953
H 7.80737 2.24950 -3.65045
H 2.45023 0.17858 6.78574
C -1.87263 2.90631 -4.91825
Si -1.25477 2.02352 -3.34555
C 0.62267 2.38302 -3.18994
C -1.66620 0.19626 -3.51538
C -2.24822 2.61457 -1.87939
Te -2.37776 1.29459 -0.20284
C -4.20326 0.31525 -1.12638
Si -5.86687 0.78421 -0.24365
C -5.98909 -0.30988 1.24962
C -7.42547 0.60519 -1.30951
C -5.82517 2.60994 0.36729
H -1.55645 2.42109 -5.86149
H -1.49504 3.94335 -4.99648
H -2.98752 2.94018 -4.91395
H 1.07740 2.34159 -4.16742
H 1.09362 1.53870 -2.60926
H 0.88628 3.31047 -2.66831
H -1.06469 -0.37377 -4.28108
H -2.68194 0.01430 -3.65655
H -1.35858 -0.20920 -2.54409
H -3.32561 2.76301 -2.16286
H -1.79066 3.58239 -1.57141
H -4.00396 -0.72512 -0.97939
H -4.20226 0.54702 -2.19400
H -5.65667 -1.32171 0.98669
H -7.10219 -0.28936 1.39193
H -5.54644 0.05041 2.16075
H -7.26781 0.45090 -2.38785
H -7.99634 1.60605 -1.17245
H -7.99633 -0.24225 -0.93248
H -5.08940 2.80075 1.21078
H -6.86001 2.95884 0.60020
H -5.43944 3.17808 -0.53340
N -2.15572 -3.06655 -1.74007
C -2.80832 -3.69685 -0.71801
N -3.78865 -4.54013 -1.06305
N -2.48983 -3.54427 0.54929
C -1.82466 -2.66961 1.14543
N -1.10689 -1.95525 1.78241
H -2.46441 -3.21715 -2.68690
H -1.29323 -2.46382 -1.53289
H -3.88916 -4.86111 -2.03024
H -4.17589 -5.13250 -0.34717
C 0.62284 3.72604 2.33687
S 1.11479 2.39715 1.23804
C 2.28371 3.28203 0.13789
H -0.14046 4.37820 1.89457
H 1.53030 4.26689 2.58936
H 0.17505 3.27582 3.18551
H 2.00068 4.31774 -0.05594
H 2.24126 2.68536 -0.81389
H 3.30503 3.20234 0.48409
C 0.49427 -1.30098 -1.14374
C 1.11456 -2.10347 -1.90747
C 1.55816 -2.98282 -2.93998
C 1.56346 -2.47946 -4.24597
C 1.95715 -3.34812 -5.28565
C 2.34394 -4.63752 -4.98424
C 2.31227 -5.15823 -3.67145
C 1.86698 -4.33919 -2.64797
H 1.16769 -1.49726 -4.46956
H 2.08381 -2.94869 -6.32650
H 2.78173 -5.32257 -5.74203
H 2.67293 -6.15438 -3.52777
H 1.70121 -4.70071 -1.65926

---

80
Properties=species:S:1:pos:R:3 method="wB97M-V/def2-TZVPD" molar_mass_da=599.62 largest_force_ev_per_a=1.31 homo_ev=-9.004 homo_lumo_gap_ev=8.894 total_charge=0 energy_ev=-68215.4720 relative_energy_ev=0.000
C -4.91097 -0.28579 -1.09252
N -5.87110 0.84712 -0.91440
O -5.76379 1.54605 0.06890
O -6.67888 1.00686 -1.80735
H -4.25315 0.02223 -1.90177
H -5.51127 -1.14182 -1.37696
H -4.34636 -0.41453 -0.17887
C -1.55589 -3.33402 -3.91344
N -2.03361 -2.06318 -4.52627
O -2.24627 -2.07153 -5.72206
O -2.18297 -1.08975 -3.80672
H -1.17738 -3.95011 -4.71818
H -2.43172 -3.76339 -3.43436
H -0.76453 -3.10160 -3.20925
C 0.78499 0.14928 -5.61668
N 1.91890 -0.52673 -4.95346
O 1.66659 -1.40375 -4.14736
O 3.02356 -0.12785 -5.22667
H 0.52556 -0.42157 -6.50887
H 1.05831 1.15214 -5.92796
H -0.12287 0.22080 -5.02176
O -2.71152 1.10907 0.89598
S -2.41580 1.36062 2.25401
O -1.27561 2.12968 2.56700
O -3.71503 1.96824 2.97293
C -4.01722 1.22432 4.16295
C -3.61706 -0.19453 3.80060
O -2.38774 -0.00162 3.07963
H -3.42201 1.62649 4.98371
H -5.08066 1.31029 4.36892
H -4.35059 -0.68083 3.15873
H -3.38891 -0.79372 4.67719
C 5.72436 -3.47570 2.87970
N 4.56997 -2.84842 2.26216
C 4.85785 -1.82738 1.26851
C 3.32146 -3.08128 2.71457
O 2.30346 -2.54215 2.31798
H 5.49695 -4.44366 3.32712
H 6.14205 -2.85136 3.67594
H 6.47845 -3.67027 2.11713
H 3.96372 -1.29759 0.96690
H 5.59303 -1.12287 1.66460
H 5.30925 -2.31912 0.40252
H 3.32135 -3.86929 3.48833
C 1.67679 0.36376 4.51466
N 2.84396 0.04597 5.28572
C 4.10594 0.12398 4.56152
C 2.82458 0.01449 6.64254
O 1.83153 0.10284 7.32498
H 0.75917 0.24730 5.08330
H 1.62863 -0.31197 3.65367
H 1.66758 1.38605 4.11690
H 4.16832 -0.72399 3.87551
H 4.08955 1.03239 3.95179
H 4.94847 0.17993 5.24210
H 3.83816 -0.10769 7.05922
C -0.87630 2.90251 -3.13108
N -1.74774 3.64218 -4.03849
C -1.08955 4.53733 -4.96972
C -3.06637 3.83388 -3.76960
O -3.78932 4.61343 -4.34085
H -0.34495 3.60745 -2.48713
H -0.11406 2.35385 -3.68441
H -1.50670 2.20040 -2.59020
H -0.13852 4.88018 -4.55627
H -0.84065 4.00925 -5.89713
H -1.73949 5.37391 -5.19916
H -3.41137 3.15640 -2.96264
C 0.08953 -0.81077 0.95659
N 0.50820 -0.24671 -0.32433
C -0.43504 -0.34637 -1.40343
C 1.75235 0.19789 -0.53410
O 2.20533 0.58465 -1.59705
H 0.36125 -1.87011 0.96172
H -0.98162 -0.69727 1.04084
H 0.66929 -0.37505 1.76611
H -1.31701 0.27332 -1.20754
H 0.09151 0.03229 -2.27556
H -0.84786 -1.34903 -1.52758
H 2.35950 0.18555 0.38802